{"formula": "C21H28N2O6S", "method": "ωB97M-V/def2-TZVPD", "elements": ["C", "H", "O", "C", "C", "C", "C", "C", "C", "O", "C", "H", "H", "H", "H", "S", "O", "O", "N", "C", "C", "O", "N", "H", "C", "C", "C", "C", "C", "O", "H", "H", "H", "H", "H", "H", "H", "C", "C", "C", "C", "C", "C", "H", "H", "H", "H", "H", "H", "H", "H", "H", "H", "H", "H", "H", "H", "H"], "xyz": [[-2.89, -3.48, 2.10], [-2.36, -3.02, 2.94], [-2.95, -2.63, 0.98], [-1.78, -2.23, 0.42], [-0.51, -2.59, 0.86], [0.62, -2.10, 0.24], [0.49, -1.23, -0.82], [-0.76, -0.88, -1.30], [-1.91, -1.38, -0.71], [-3.17, -1.13, -1.12], [-3.35, -0.34, -2.27], [-2.85, -0.77, -3.14], [-4.42, -0.30, -2.44], [-2.97, 0.68, -2.12], [-0.80, -0.23, -2.16], [1.90, -0.44, -1.58], [3.03, -1.32, -1.59], [1.45, 0.10, -2.84], [2.24, 0.87, -0.62], [1.16, 1.80, -0.50], [0.17, 1.45, 0.62], [0.40, 0.65, 1.50], [-0.99, 2.14, 0.54], [-1.15, 2.80, -0.20], [-2.05, 2.00, 1.53], [-3.37, 1.75, 0.90], [-4.24, 0.70, 0.96], [-5.36, 1.06, 0.17], [-5.10, 2.30, -0.31], [-3.90, 2.74, 0.13], [-5.65, 2.96, -0.94], [-6.23, 0.47, -0.01], [-4.09, -0.23, 1.47], [-2.09, 2.91, 2.14], [-1.77, 1.15, 2.16], [1.55, 2.80, -0.32], [0.65, 1.79, -1.47], [3.36, 0.92, 0.31], [4.67, 1.06, -0.47], [5.85, 1.21, 0.49], [5.92, 0.02, 1.44], [4.61, -0.12, 2.21], [3.44, -0.28, 1.25], [2.50, -0.37, 1.80], [3.58, -1.18, 0.65], [4.66, -0.98, 2.88], [4.46, 0.77, 2.83], [6.75, 0.14, 2.13], [6.09, -0.89, 0.86], [5.73, 2.13, 1.07], [6.78, 1.29, -0.08], [4.61, 1.92, -1.13], [4.79, 0.17, -1.08], [3.21, 1.82, 0.92], [1.60, -2.39, 0.57], [-0.40, -3.26, 1.70], [-3.93, -3.66, 2.38], [-2.42, -4.44, 1.86]], "total_charge": 0, "smiles": "COc1ccc(S(=O)(=O)N(CC(=O)NCc2ccco2)C2CCCCC2)cc1OC", "e_tot_ha": -1776.12766, "multiplicity": 1}



{"formula": "C35H39N5O2SSm", "method": "ωB97M-V/def2-TZVPD", "elements": ["Sm", "C", "N", "C", "C", "C", "C", "C", "C", "C", "N", "C", "C", "C", "C", "C", "C", "N", "C", "C", "H", "H", "H", "H", "H", "H", "H", "H", "H", "H", "H", "H", "H", "H", "H", "H", "H", "H", "H", "H", "C", "O", "C", "C", "C", "C", "C", "C", "N", "N", "C", "C", "O", "C", "C", "C", "C", "C", "C", "C", "C", "H", "H", "H", "H", "H", "H", "H", "H", "H", "H", "H", "H", "H", "C", "S", "C", "H", "H", "H", "H", "H", "H"], "xyz": [[0.23, -0.18, -0.47], [0.78, -1.52, -3.55], [0.17, -0.28, -3.02], [-1.22, -0.18, -3.52], [1.01, 0.86, -3.33], [0.77, 1.70, -4.41], [1.58, 2.80, -4.65], [2.64, 3.06, -3.79], [2.90, 2.21, -2.71], [2.12, 1.08, -2.47], [2.27, 0.19, -1.41], [3.45, -0.02, -0.71], [4.74, 0.25, -1.19], [5.86, 0.04, -0.40], [5.73, -0.47, 0.89], [4.47, -0.83, 1.34], [3.35, -0.64, 0.56], [2.04, -1.18, 0.95], [1.97, -2.58, 0.46], [1.80, -1.17, 2.40], [0.72, -1.52, -4.64], [0.24, -2.38, -3.16], [1.82, -1.57, -3.25], [-1.64, 0.79, -3.29], [-1.81, -0.95, -3.04], [-1.28, -0.34, -4.60], [-0.07, 1.50, -5.07], [1.39, 3.45, -5.50], [3.27, 3.92, -3.95], [3.72, 2.44, -2.05], [4.86, 0.63, -2.19], [6.84, 0.27, -0.80], [6.60, -0.62, 1.51], [4.38, -1.28, 2.32], [2.77, -3.17, 0.89], [2.07, -2.59, -0.63], [1.01, -3.02, 0.73], [2.47, -1.85, 2.92], [0.78, -1.48, 2.60], [1.95, -0.16, 2.79], [1.87, 2.58, 1.04], [0.77, 1.67, 1.16], [-0.02, 1.76, 2.30], [0.21, 2.72, 3.27], [-0.61, 2.78, 4.39], [-1.65, 1.87, 4.53], [-1.86, 0.90, 3.56], [-1.06, 0.83, 2.43], [-1.24, -0.16, 1.39], [-2.26, -0.90, 1.60], [-2.63, -1.98, 0.88], [-1.93, -2.55, -0.22], [-0.90, -1.97, -0.75], [-2.35, -3.80, -0.74], [-3.44, -4.43, -0.25], [-4.22, -3.87, 0.81], [-5.38, -4.54, 1.28], [-6.13, -4.00, 2.28], [-5.75, -2.77, 2.84], [-4.63, -2.11, 2.40], [-3.83, -2.65, 1.38], [2.58, 2.43, 1.85], [1.51, 3.61, 1.03], [2.35, 2.35, 0.09], [1.01, 3.43, 3.17], [-0.43, 3.53, 5.14], [-2.28, 1.89, 5.41], [-2.65, 0.17, 3.68], [-1.78, -4.21, -1.56], [-3.75, -5.38, -0.67], [-5.65, -5.48, 0.83], [-7.02, -4.51, 2.64], [-6.35, -2.33, 3.63], [-4.35, -1.16, 2.84], [-2.29, 3.13, 0.33], [-1.52, 2.33, -1.09], [-0.57, 3.73, -1.73], [-1.54, 3.55, 0.99], [-2.87, 2.38, 0.87], [-2.96, 3.91, -0.03], [-1.26, 4.49, -2.10], [0.06, 3.37, -2.54], [0.06, 4.14, -0.94]], "total_charge": 1, "e_tot_ha": -2837.42099, "s_squared": 8.760, "multiplicity": 6}



{"formula": "C25H54N5O7P2PdSTe", "method": "ωB97M-V/def2-TZVPD", "elements": ["Pd", "N", "N", "C", "N", "N", "N", "O", "O", "H", "H", "H", "H", "H", "O", "P", "C", "C", "C", "C", "C", "C", "C", "C", "C", "C", "C", "C", "C", "C", "C", "C", "C", "C", "H", "H", "H", "H", "H", "H", "H", "H", "H", "H", "H", "H", "H", "H", "H", "H", "H", "H", "H", "H", "H", "H", "H", "H", "H", "H", "H", "H", "H", "H", "H", "H", "H", "C", "S", "C", "O", "H", "H", "H", "H", "H", "H", "C", "C", "O", "P", "O", "Te", "O", "C", "C", "H", "H", "H", "H", "H", "H", "H", "H", "H", "H"], "xyz": [[0.71, 1.75, 1.75], [1.12, 4.55, 2.74], [0.67, 5.00, 1.47], [-0.45, 4.61, 0.90], [-0.78, 5.17, -0.30], [-1.09, 3.58, 1.49], [-2.42, 3.45, 1.26], [-3.07, 4.34, 0.68], [-2.93, 2.42, 1.64], [0.83, 3.55, 2.81], [2.13, 4.48, 2.61], [1.35, 5.52, 0.94], [-0.34, 6.05, -0.50], [-1.77, 5.12, -0.48], [-0.82, 0.94, -0.43], [-1.16, -0.50, -0.66], [-1.13, -1.39, 0.94], [-2.25, -1.06, 1.93], [-3.50, -1.93, 1.75], [-3.15, -3.42, 1.79], [-2.09, -3.75, 0.75], [-0.84, -2.89, 0.98], [-2.78, -0.57, -1.50], [-2.66, -0.07, -2.95], [-4.02, 0.37, -3.49], [-4.51, 1.63, -2.76], [-3.91, 1.71, -1.35], [-3.80, 0.32, -0.73], [0.19, -1.33, -1.60], [0.98, -0.39, -2.53], [0.76, -0.57, -4.03], [0.87, -2.04, -4.43], [-0.18, -2.86, -3.69], [-0.05, -2.75, -2.17], [-0.24, -0.88, 1.33], [-2.49, 0.00, 1.91], [-1.84, -1.24, 2.93], [-3.99, -1.71, 0.80], [-4.22, -1.69, 2.54], [-4.05, -4.03, 1.63], [-2.76, -3.67, 2.78], [-2.50, -3.55, -0.25], [-1.83, -4.81, 0.77], [-0.03, -3.18, 0.31], [-0.47, -3.10, 1.99], [-3.14, -1.61, -1.51], [-2.25, -0.86, -3.58], [-1.97, 0.77, -2.99], [-4.73, -0.45, -3.36], [-3.96, 0.55, -4.57], [-5.60, 1.61, -2.70], [-4.24, 2.52, -3.33], [-4.52, 2.35, -0.71], [-2.91, 2.15, -1.37], [-4.78, -0.16, -0.73], [-3.51, 0.44, 0.31], [0.86, -1.44, -0.74], [2.04, -0.55, -2.32], [0.77, 0.64, -2.23], [1.50, 0.02, -4.57], [-0.22, -0.20, -4.33], [1.87, -2.41, -4.16], [0.76, -2.16, -5.51], [-0.11, -3.92, -3.97], [-1.17, -2.54, -4.02], [0.82, -3.36, -1.88], [-0.91, -3.22, -1.70], [4.44, 1.79, 0.07], [2.97, 2.63, 0.67], [2.07, 2.58, -0.91], [3.37, 4.08, 0.84], [4.67, 2.16, -0.93], [4.23, 0.72, 0.08], [5.24, 2.03, 0.77], [2.38, 1.70, -1.47], [2.35, 3.50, -1.41], [0.99, 2.51, -0.75], [3.93, -3.20, 2.11], [2.48, -2.92, 1.74], [1.92, -1.91, 2.58], [1.98, -0.32, 2.11], [2.08, -0.38, 0.60], [0.42, 0.43, 3.95], [3.50, 0.09, 2.57], [3.92, 0.08, 3.92], [5.42, 0.28, 3.94], [4.34, -3.99, 1.48], [4.01, -3.50, 3.15], [4.52, -2.30, 1.96], [1.87, -3.82, 1.90], [2.40, -2.63, 0.70], [3.65, -0.88, 4.39], [3.40, 0.87, 4.47], [5.93, -0.49, 3.36], [5.80, 0.24, 4.97], [5.68, 1.26, 3.52]], "total_charge": -1, "e_tot_ha": -3262.32344, "multiplicity": 1}



{"formula": "C20H22N3OP", "method": "ωB97M-V/def2-TZVPD", "elements": ["C", "H", "H", "C", "N", "P", "O", "N", "C", "C", "C", "C", "C", "C", "H", "H", "H", "H", "H", "H", "N", "C", "C", "C", "C", "C", "C", "H", "H", "H", "H", "H", "H", "C", "C", "C", "C", "C", "C", "H", "H", "H", "H", "H", "H", "H", "H"], "xyz": [[2.76, 2.68, -1.54], [3.24, 3.40, -2.19], [3.25, 1.72, -1.66], [1.29, 2.54, -1.90], [0.55, 1.66, -1.00], [0.80, 0.01, -1.27], [1.72, -0.23, -2.38], [-0.77, -0.58, -1.49], [-1.03, -1.84, -2.02], [-0.08, -2.86, -1.94], [-0.37, -4.12, -2.42], [-1.61, -4.38, -2.99], [-2.55, -3.38, -3.08], [-2.27, -2.11, -2.60], [-3.01, -1.32, -2.67], [-3.52, -3.57, -3.52], [-1.83, -5.37, -3.37], [0.37, -4.90, -2.36], [0.88, -2.64, -1.50], [-1.47, 0.12, -1.69], [1.40, -0.69, 0.13], [0.83, -0.88, 1.39], [1.45, -0.36, 2.53], [0.89, -0.56, 3.78], [-0.27, -1.29, 3.91], [-0.87, -1.84, 2.79], [-0.32, -1.65, 1.54], [-0.78, -2.09, 0.66], [-1.77, -2.43, 2.89], [-0.71, -1.44, 4.89], [1.38, -0.14, 4.65], [2.36, 0.22, 2.42], [2.39, -0.48, 0.16], [0.00, 2.18, 0.18], [0.35, 3.44, 0.67], [-0.21, 3.91, 1.85], [-1.11, 3.14, 2.57], [-1.47, 1.90, 2.07], [-0.93, 1.43, 0.89], [-1.25, 0.47, 0.51], [-2.19, 1.29, 2.60], [-1.53, 3.51, 3.49], [0.08, 4.88, 2.21], [1.05, 4.07, 0.15], [1.22, 2.09, -2.90], [0.79, 3.51, -1.93], [2.88, 3.01, -0.51]], "total_charge": 0, "smiles": "CCN(c1ccccc1)P(=O)(Nc1ccccc1)Nc1ccccc1", "e_tot_ha": -1356.28901, "multiplicity": 1}